1.
{
  "formula": "C6H12",
  "method": "ωB97M-V/def2-TZVPD",
  "e_homo_ev": -8.46,
  "total_energy_ha": -235.41196,
  "de_lowest_kcal_mol": 254.94,
  "homo_lumo_gap_ha": 0.31167,
  "species": ["C", "C", "C", "C", "C", "C", "H", "H", "H", "H", "H", "H", "H", "H", "H", "H", "H", "H"],
  "xyz": [[1.397, 1.324, -0.013], [0.623, 0.015, -0.026], [1.508, -1.279, 0.028], [-0.736, -0.018, 0.048], [-1.452, 1.296, 0.014], [-1.516, -1.311, -0.011], [2.257, 1.381, 1.469], [2.426, 1.158, -1.343], [0.252, 2.467, -0.160], [2.562, -1.023, -0.671], [0.912, -2.230, -0.548], [1.913, -1.646, 1.240], [-0.892, 2.049, -0.704], [-2.567, 1.154, -0.293], [-1.352, 1.634, 1.117], [-2.549, -1.119, 0.629], [-1.771, -1.559, -1.273], [-1.015, -2.294, 0.498]]
}

2.
{
  "formula": "C2H6IOS",
  "method": "ωB97M-V/def2-TZVPD",
  "e_homo_ev": [-13.52, -13.18],
  "total_energy_ha": -850.53691,
  "de_lowest_kcal_mol": 38.39,
  "homo_lumo_gap_ha": [0.18757, 0.24643],
  "charge": 1,
  "species": ["C", "C", "O", "S", "I", "H", "H", "H", "H", "H", "H"],
  "xyz": [[-1.537, 0.512, -0.006], [1.352, 0.603, 0.098], [0.020, -0.896, -1.644], [-0.049, -0.523, -0.255], [0.815, -4.254, 1.205], [-2.415, -0.130, -0.012], [-1.606, 1.224, -0.825], [-1.449, 1.011, 0.953], [2.184, 0.330, -0.550], [1.641, 0.494, 1.139], [1.044, 1.628, -0.103]]
}

3.
{
  "formula": "C7H14N2O3S",
  "method": "ωB97M-V/def2-TZVPD",
  "e_homo_ev": -8.85,
  "total_energy_ha": -1008.27639,
  "de_lowest_kcal_mol": 186.65,
  "homo_lumo_gap_ha": 0.29328,
  "species": ["C", "C", "C", "C", "C", "C", "C", "H", "H", "H", "H", "H", "H", "H", "H", "H", "H", "H", "H", "H", "H", "N", "N", "O", "O", "O", "S"],
  "xyz": [[-1.520, -0.838, -0.834], [-0.909, -0.894, -2.239], [-2.078, -2.182, -0.422], [3.430, 0.712, 2.576], [2.568, 1.502, 1.734], [1.481, 0.868, 0.943], [0.904, 1.540, -0.188], [-3.293, -0.420, -1.845], [-3.480, 0.411, -0.277], [-0.810, -0.493, -0.074], [-1.218, -2.647, -0.195], [-2.768, -2.259, 0.445], [-1.907, -2.628, -2.332], [-1.399, 0.821, -2.307], [4.375, 0.361, 2.063], [3.752, 1.037, 3.576], [2.829, -0.196, 2.742], [2.824, 2.493, 1.202], [0.772, 2.376, 2.283], [1.333, -0.261, 0.863], [0.456, 2.675, -0.017], [-2.714, 0.091, -1.076], [1.248, 1.520, 2.306], [-0.516, -1.954, -2.775], [-2.601, -2.622, -1.633], [-1.025, 0.194, -3.025], [0.264, 0.793, -1.493]]
}

4.
{
  "formula": "C32H30ClN4O5PW",
  "method": "ωB97M-V/def2-TZVPD",
  "e_homo_ev": [-13.28, -13.79],
  "s2": 2.02,
  "total_energy_ha": -2700.99158,
  "spin_multiplicity": 3,
  "de_lowest_kcal_mol": 0.00,
  "homo_lumo_gap_ha": [0.24799, 0.26307],
  "charge": 2,
  "species": ["W", "Cl", "C", "C", "C", "C", "O", "C", "C", "N", "C", "C", "C", "C", "C", "C", "C", "C", "N", "C", "C", "H", "H", "H", "H", "H", "H", "H", "H", "H", "H", "N", "C", "O", "C", "C", "C", "C", "N", "C", "H", "H", "H", "H", "H", "H", "O", "C", "O", "C", "C", "C", "C", "C", "C", "H", "H", "H", "H", "H", "C", "P", "C", "C", "O", "H", "H", "H", "H", "H", "H", "H", "H", "H"],
  "xyz": [[-0.156, 0.213, -0.276], [-2.077, -5.137, 4.326], [-1.373, -3.883, 3.380], [-0.168, -3.303, 3.788], [0.419, -2.296, 3.051], [-0.205, -1.845, 1.893], [0.379, -0.851, 1.197], [-1.407, -2.429, 1.465], [-2.066, -2.067, 0.245], [-1.674, -1.175, -0.609], [-2.375, -0.994, -1.858], [-3.301, -1.851, -2.373], [-3.956, -1.558, -3.594], [-3.667, -0.422, -4.284], [-2.690, 0.477, -3.786], [-2.334, 1.677, -4.445], [-1.388, 2.503, -3.910], [-0.770, 2.118, -2.710], [-1.076, 1.008, -2.074], [-2.042, 0.178, -2.580], [-1.987, -3.458, 2.228], [0.303, -3.656, 4.697], [1.347, -1.840, 3.364], [-2.967, -2.632, 0.022], [-3.555, -2.774, -1.871], [-4.693, -2.254, -3.971], [-4.172, -0.195, -5.213], [-2.827, 1.936, -5.375], [-1.102, 3.431, -4.384], [-0.010, 2.740, -2.251], [-2.918, -3.913, 1.914], [1.572, -5.214, -1.002], [2.577, -4.462, -1.523], [3.724, -4.827, -1.621], [2.217, -3.065, -1.968], [2.925, -2.495, -3.017], [2.654, -1.189, -3.381], [1.725, -0.471, -2.651], [1.060, -1.005, -1.619], [1.289, -2.291, -1.299], [1.799, -6.168, -0.766], [0.612, -5.009, -1.216], [3.683, -3.082, -3.521], [3.163, -0.714, -4.207], [1.515, 0.562, -2.884], [0.743, -2.696, -0.458], [-2.313, 0.595, 1.505], [-1.484, 1.455, 1.740], [-0.649, 1.872, 0.774], [-1.286, 2.034, 3.087], [-2.396, 2.167, 3.915], [-2.235, 2.673, 5.195], [-0.970, 3.017, 5.652], [0.141, 2.866, 4.830], [-0.021, 2.387, 3.541], [-3.373, 1.876, 3.554], [-3.096, 2.795, 5.838], [-0.847, 3.404, 6.655], [1.124, 3.126, 5.199], [0.833, 2.263, 2.886], [3.636, 2.222, 1.297], [2.512, 2.583, -0.037], [1.582, 4.054, 0.397], [3.511, 2.969, -1.465], [1.649, 1.366, -0.357], [4.329, 3.053, 1.434], [4.203, 1.321, 1.062], [3.082, 2.070, 2.223], [1.847, 4.879, -0.263], [1.794, 4.347, 1.425], [0.518, 3.837, 0.327], [4.246, 3.737, -1.220], [2.880, 3.337, -2.275], [4.035, 2.070, -1.792]]
}

5.
{
  "formula": "C4H14N",
  "method": "ωB97M-V/def2-TZVPD",
  "e_homo_ev": -14.78,
  "total_energy_ha": -215.27222,
  "de_lowest_kcal_mol": 23.02,
  "homo_lumo_gap_ha": 0.40436,
  "charge": 1,
  "species": ["C", "C", "N", "H", "H", "H", "H", "H", "H", "H", "H", "C", "C", "H", "H", "H", "H", "H", "H"],
  "xyz": [[-1.888, -1.493, -0.114], [-0.725, -1.878, 0.810], [-1.393, -0.442, -1.082], [-2.365, -2.292, -0.698], [-2.739, -1.134, 0.479], [-0.732, -2.965, 0.947], [-0.980, -1.518, 1.807], [-0.503, -0.657, -1.536], [-2.069, -0.286, -1.836], [-1.234, 0.427, -0.568], [0.235, -1.533, 0.460], [2.156, 1.232, -0.297], [1.509, 2.241, 0.637], [2.329, 1.510, -1.338], [2.972, 0.736, 0.233], [1.448, 0.385, -0.566], [2.144, 2.514, 1.492], [1.269, 3.143, 0.062], [0.567, 2.010, 1.109]]
}

6.
{
  "formula": "C5H13N4O2",
  "method": "ωB97M-V/def2-TZVPD",
  "e_homo_ev": -4.18,
  "total_energy_ha": -567.68826,
  "de_lowest_kcal_mol": 5.20,
  "homo_lumo_gap_ha": 0.28774,
  "charge": -1,
  "species": ["C", "C", "C", "C", "C", "N", "N", "N", "N", "O", "O", "H", "H", "H", "H", "H", "H", "H", "H", "H", "H", "H", "H", "H"],
  "xyz": [[-1.424, 0.808, 1.604], [-1.476, -1.247, -1.553], [1.477, -1.386, 0.984], [0.061, 0.346, 1.835], [0.153, 0.146, -0.539], [1.573, 0.867, -0.771], [-0.087, -0.853, -1.570], [0.269, -0.572, 0.729], [1.432, 1.839, -1.609], [0.362, 2.229, -2.102], [2.511, 2.422, -1.915], [-1.285, 1.547, 0.738], [-1.983, 0.014, 1.190], [-1.865, 1.306, 2.504], [-1.649, -1.743, -0.686], [-2.179, -0.436, -1.630], [-1.668, -2.067, -2.272], [1.688, -1.899, 0.102], [2.343, -0.755, 1.192], [1.417, -1.877, 1.978], [0.747, 1.223, 1.933], [0.090, -0.204, 2.735], [-0.649, 0.762, -0.447], [0.143, -0.471, -2.431]]
}

7.
{
  "formula": "C33H71BN2O16P2",
  "method": "ωB97M-V/def2-TZVPD",
  "e_homo_ev": -8.98,
  "total_energy_ha": -3320.92829,
  "homo_lumo_gap_ha": 0.31655,
  "species": ["N", "P", "O", "P", "O", "O", "C", "O", "N", "O", "O", "B", "O", "O", "H", "H", "H", "H", "H", "H", "H", "C", "C", "C", "O", "C", "H", "H", "H", "H", "H", "H", "H", "H", "C", "C", "C", "O", "C", "H", "H", "H", "H", "H", "H", "H", "H", "C", "C", "C", "O", "C", "H", "H", "H", "H", "H", "H", "H", "H", "C", "C", "C", "O", "C", "H", "H", "H", "H", "H", "H", "H", "H", "C", "C", "C", "O", "C", "H", "H", "H", "H", "H", "H", "H", "H", "C", "C", "C", "O", "C", "H", "H", "H", "H", "H", "H", "H", "H", "C", "C", "C", "O", "C", "H", "H", "H", "H", "H", "H", "H", "H", "C", "C", "C", "O", "C", "H", "H", "H", "H", "H", "H", "H", "H"],
  "xyz": [[-3.712, 2.242, -2.043], [-2.646, 2.511, -0.970], [-2.122, 1.206, -0.129], [-0.567, 0.769, 0.033], [-0.461, -0.567, 0.633], [0.074, 0.927, -1.408], [-0.528, 0.273, -2.525], [0.133, 0.674, -3.684], [-0.059, 2.103, -3.890], [-0.160, 2.338, -5.012], [0.102, 1.921, 0.867], [0.554, 3.218, 0.485], [-0.073, 4.271, 1.099], [1.600, 3.468, -0.337], [-4.050, 1.284, -2.072], [-3.006, 3.459, -0.005], [-1.475, 3.006, -1.568], [-0.402, -0.803, -2.452], [-1.586, 0.516, -2.611], [-0.854, 3.998, 1.577], [1.379, 3.623, -1.269], [-7.954, -0.652, -3.095], [-7.146, -1.466, -4.107], [-5.823, -0.709, -4.125], [-5.663, -0.161, -2.816], [-6.886, -0.271, -2.080], [-8.780, -1.198, -2.644], [-8.358, 0.243, -3.571], [-6.995, -2.482, -3.736], [-7.606, -1.529, -5.092], [-5.845, 0.112, -4.849], [-4.968, -1.347, -4.352], [-6.769, -1.049, -1.318], [-7.093, 0.673, -1.581], [1.365, 6.700, -4.146], [0.649, 7.091, -2.850], [-0.199, 5.856, -2.584], [0.537, 4.745, -3.119], [1.620, 5.214, -3.928], [2.282, 7.258, -4.326], [0.702, 6.849, -5.000], [1.376, 7.229, -2.048], [0.054, 7.998, -2.931], [-1.161, 5.902, -3.104], [-0.375, 5.672, -1.524], [2.559, 5.047, -3.389], [1.645, 4.641, -4.855], [3.151, 1.977, 4.633], [3.429, 2.714, 3.323], [2.845, 4.090, 3.612], [2.998, 4.308, 5.013], [3.368, 3.082, 5.658], [3.788, 1.116, 4.803], [2.113, 1.638, 4.658], [4.506, 2.790, 3.157], [2.985, 2.241, 2.447], [1.777, 4.127, 3.367], [3.350, 4.889, 3.067], [4.421, 3.144, 5.954], [2.765, 2.955, 6.556], [2.943, 0.309, -7.669], [2.038, 0.342, -6.435], [1.576, -1.106, -6.355], [2.641, -1.897, -6.883], [3.599, -1.059, -7.530], [3.668, 1.120, -7.705], [2.339, 0.351, -8.578], [2.623, 0.601, -5.548], [1.213, 1.042, -6.513], [0.680, -1.270, -6.964], [1.364, -1.431, -5.336], [4.498, -1.002, -6.904], [3.874, -1.506, -8.486], [3.998, -2.346, -3.690], [3.302, -3.637, -4.118], [4.304, -4.691, -3.666], [4.956, -4.157, -2.511], [4.647, -2.769, -2.377], [3.323, -1.499, -3.572], [4.760, -2.074, -4.424], [2.362, -3.753, -3.572], [3.087, -3.681, -5.183], [5.058, -4.875, -4.439], [3.839, -5.642, -3.404], [3.957, -2.641, -1.537], [5.564, -2.222, -2.155], [-11.047, -0.295, 1.484], [-11.891, 0.236, 0.324], [-10.848, 0.990, -0.492], [-9.612, 0.303, -0.293], [-9.737, -0.629, 0.781], [-11.484, -1.155, 1.989], [-10.890, 0.491, 2.225], [-12.297, -0.596, -0.255], [-12.719, 0.870, 0.636], [-10.738, 2.021, -0.141], [-11.073, 1.012, -1.559], [-9.757, -1.643, 0.367], [-8.866, -0.540, 1.431], [3.108, -2.341, 7.371], [4.370, -1.860, 8.085], [4.680, -0.575, 7.327], [3.422, -0.045, 6.900], [2.397, -1.024, 7.085], [2.506, -3.028, 7.961], [3.373, -2.838, 6.438], [4.148, -1.638, 9.131], [5.184, -2.580, 8.055], [5.293, -0.778, 6.441], [5.191, 0.171, 7.935], [1.769, -0.719, 7.930], [1.776, -1.057, 6.189], [4.743, -7.420, 7.108], [5.095, -6.697, 5.808], [4.531, -5.306, 6.070], [4.637, -5.087, 7.479], [4.951, -6.316, 8.137], [5.356, -8.298, 7.304], [3.696, -7.732, 7.093], [6.179, -6.650, 5.686], [4.673, -7.160, 4.918], [3.476, -5.248, 5.782], [5.075, -4.519, 5.547], [5.994, -6.280, 8.471], [4.312, -6.421, 9.014]]
}

8.
{
  "formula": "C19H24AsN4RhS",
  "method": "ωB97M-V/def2-TZVPD",
  "e_homo_ev": [-13.82, -13.80],
  "total_energy_ha": -3701.32663,
  "de_lowest_kcal_mol": 20.59,
  "homo_lumo_gap_ha": [0.19759, 0.19840],
  "charge": 2,
  "species": ["Rh", "C", "C", "C", "C", "C", "C", "N", "N", "C", "C", "C", "C", "C", "C", "H", "H", "H", "H", "H", "H", "H", "H", "H", "C", "N", "C", "C", "N", "C", "S", "H", "H", "H", "H", "H", "H", "C", "As", "C", "C", "H", "H", "H", "H", "H", "H", "H", "H", "H"],
  "xyz": [[-0.176, 0.339, 0.323], [-1.582, -4.356, 2.118], [-1.235, -3.693, 0.933], [-1.048, -2.336, 0.951], [-1.171, -1.611, 2.169], [-1.478, -2.300, 3.369], [-1.684, -3.657, 3.324], [-1.007, -0.291, 2.073], [-1.177, 0.579, 3.030], [-1.043, 1.833, 2.626], [-1.275, 2.949, 3.453], [-1.186, 4.210, 2.915], [-0.861, 4.407, 1.565], [-0.602, 3.318, 0.732], [-0.650, 2.051, 1.251], [-1.796, -5.412, 2.087], [-1.155, -4.248, 0.010], [-0.835, -1.754, 0.028], [-1.542, -1.736, 4.286], [-1.922, -4.196, 4.229], [-1.565, 2.785, 4.477], [-1.390, 5.070, 3.533], [-0.796, 5.407, 1.165], [-0.341, 3.481, -0.306], [0.647, -0.754, -4.211], [-0.769, -0.662, -3.979], [-1.734, -1.252, -4.746], [-2.944, -0.930, -4.217], [-2.703, -0.152, -3.123], [-1.370, 0.012, -2.975], [-0.619, 1.094, -1.887], [0.835, -0.897, -5.275], [1.073, -1.602, -3.669], [1.136, 0.162, -3.878], [-1.496, -1.828, -5.619], [-3.931, -1.195, -4.540], [-3.408, 0.277, -2.541], [3.393, 0.000, 1.643], [2.351, 0.425, 0.049], [3.040, 2.226, -0.262], [3.273, -0.655, -1.317], [4.453, 0.135, 1.406], [3.227, -1.024, 1.981], [3.127, 0.686, 2.448], [4.080, 2.152, -0.588], [3.005, 2.774, 0.681], [2.470, 2.775, -1.008], [3.955, -1.342, -0.816], [3.844, -0.014, -1.987], [2.580, -1.247, -1.911]]
}

Repeat the eighth record exactly.
{
  "formula": "C19H24AsN4RhS",
  "method": "ωB97M-V/def2-TZVPD",
  "e_homo_ev": [-13.82, -13.80],
  "total_energy_ha": -3701.32663,
  "de_lowest_kcal_mol": 20.59,
  "homo_lumo_gap_ha": [0.19759, 0.19840],
  "charge": 2,
  "species": ["Rh", "C", "C", "C", "C", "C", "C", "N", "N", "C", "C", "C", "C", "C", "C", "H", "H", "H", "H", "H", "H", "H", "H", "H", "C", "N", "C", "C", "N", "C", "S", "H", "H", "H", "H", "H", "H", "C", "As", "C", "C", "H", "H", "H", "H", "H", "H", "H", "H", "H"],
  "xyz": [[-0.176, 0.339, 0.323], [-1.582, -4.356, 2.118], [-1.235, -3.693, 0.933], [-1.048, -2.336, 0.951], [-1.171, -1.611, 2.169], [-1.478, -2.300, 3.369], [-1.684, -3.657, 3.324], [-1.007, -0.291, 2.073], [-1.177, 0.579, 3.030], [-1.043, 1.833, 2.626], [-1.275, 2.949, 3.453], [-1.186, 4.210, 2.915], [-0.861, 4.407, 1.565], [-0.602, 3.318, 0.732], [-0.650, 2.051, 1.251], [-1.796, -5.412, 2.087], [-1.155, -4.248, 0.010], [-0.835, -1.754, 0.028], [-1.542, -1.736, 4.286], [-1.922, -4.196, 4.229], [-1.565, 2.785, 4.477], [-1.390, 5.070, 3.533], [-0.796, 5.407, 1.165], [-0.341, 3.481, -0.306], [0.647, -0.754, -4.211], [-0.769, -0.662, -3.979], [-1.734, -1.252, -4.746], [-2.944, -0.930, -4.217], [-2.703, -0.152, -3.123], [-1.370, 0.012, -2.975], [-0.619, 1.094, -1.887], [0.835, -0.897, -5.275], [1.073, -1.602, -3.669], [1.136, 0.162, -3.878], [-1.496, -1.828, -5.619], [-3.931, -1.195, -4.540], [-3.408, 0.277, -2.541], [3.393, 0.000, 1.643], [2.351, 0.425, 0.049], [3.040, 2.226, -0.262], [3.273, -0.655, -1.317], [4.453, 0.135, 1.406], [3.227, -1.024, 1.981], [3.127, 0.686, 2.448], [4.080, 2.152, -0.588], [3.005, 2.774, 0.681], [2.470, 2.775, -1.008], [3.955, -1.342, -0.816], [3.844, -0.014, -1.987], [2.580, -1.247, -1.911]]
}

> What is the formula in the fourth record?

C32H30ClN4O5PW